w:
Below is the ion C4H8NOS with charge -1, with properties calculated with ωB97M-V/def2-TZVPD.

Summary:
- HOMO level: -0.102 Ha
- Kohn-Sham gap: 6.647 eV
- Lowest unoccupied orbital energy: 3.88 eV

Geometry as ORCA input:
```
! wB97M-V def2-TZVPD RIJCOSX def2/J DEFGRID3
* xyz -1 1
O -0.216 -3.118 0.391
C -0.230 -1.955 -0.033
N 0.725 -1.065 0.323
C 0.449 0.475 0.279
C -1.107 0.725 0.583
S -0.974 2.587 1.093
C 0.772 0.826 -1.073
H -1.280 -1.604 -0.294
H 1.377 -1.376 1.029
H 1.159 0.912 1.065
H -1.405 -0.082 1.319
H -1.808 0.806 -0.246
H -0.164 0.974 -1.813
H 1.315 1.802 -0.941
H 1.388 0.093 -1.682
*
```

For reference, the natural (NBO) charges in units of e are: -0.67 0.49 -0.64 -0.07 -0.52 -0.73 -0.64 0.14 0.39 0.23 0.18 0.20 0.20 0.23 0.21

=====

x:
Below is the ion C4H8NOS with charge -1, with properties calculated with ωB97M-V/def2-TZVPD.

Summary:
- HOMO level: -0.099 Ha
- Kohn-Sham gap: 6.447 eV
- Lowest unoccupied orbital energy: 3.76 eV

Geometry as ORCA input:
```
! wB97M-V def2-TZVPD RIJCOSX def2/J DEFGRID3
* xyz -1 1
O -0.050 -3.321 0.048
C -0.078 -2.160 -0.289
N 0.904 -1.250 0.036
C 0.593 0.208 0.054
C -0.849 0.602 0.248
S -0.864 2.399 0.724
C 1.069 0.714 -1.376
H -0.822 -1.667 -0.924
H 1.609 -1.564 0.678
H 1.145 0.744 0.827
H -1.366 0.116 1.091
H -1.473 0.450 -0.635
H 0.200 1.160 -1.893
H 1.683 1.609 -1.281
H 1.533 -0.062 -1.964
*
```

For reference, the natural (NBO) charges in units of e are: -0.64 0.53 -0.63 -0.09 -0.55 -0.72 -0.64 0.11 0.38 0.23 0.20 0.18 0.22 0.22 0.19

=====

Bottom line: x, by a margin of 1.424 eV.

=====

w:
Below is a cluster of 2 separate species, H3O2PS in total, with properties calculated with ωB97M-V/def2-TZVPD.

Summary:
- HOMO level: -0.358 Ha
- Kohn-Sham gap: 8.237 eV
- Lowest unoccupied orbital energy: -1.49 eV

Geometry as ORCA input:
```
! wB97M-V def2-TZVPD RIJCOSX def2/J DEFGRID3
* xyz 0 1
O -0.060 -1.154 0.310
O -2.882 0.021 -0.414
P -3.066 -1.139 -1.590
S -2.835 -2.765 -0.459
H -0.870 -1.716 0.405
H -2.805 0.823 -0.945
H 0.371 -1.510 -0.477
*
```

For reference, the natural (NBO) charges in units of e are: -0.95 -0.94 0.94 -0.48 0.48 0.49 0.46

=====

x:
Below is a cluster of 2 separate species, H3O2PS in total, with properties calculated with ωB97M-V/def2-TZVPD.

Summary:
- HOMO level: -0.343 Ha
- Kohn-Sham gap: 8.716 eV
- Lowest unoccupied orbital energy: -0.62 eV

Geometry as ORCA input:
```
! wB97M-V def2-TZVPD RIJCOSX def2/J DEFGRID3
* xyz 0 1
O 2.075 -0.409 -0.152
O 0.196 1.199 0.071
P 3.217 0.307 0.396
S -1.099 0.842 0.562
H -1.502 -0.290 -0.433
H 3.704 -0.490 1.603
H -2.217 1.463 -0.131
*
```

For reference, the natural (NBO) charges in units of e are: -0.95 -0.96 1.15 0.93 0.02 -0.20 0.00

=====

Bottom line: w, by a margin of 3.778 eV.

=====

w:
Below is a structure of composition C6H10N2O2, with properties calculated with ωB97M-V/def2-TZVPD.

Summary:
- HOMO level: -0.282 Ha
- Kohn-Sham gap: 8.077 eV
- Lowest unoccupied orbital energy: 0.42 eV

Geometry as ORCA input:
```
! wB97M-V def2-TZVPD RIJCOSX def2/J DEFGRID3
* xyz 0 1
C 2.197 -1.481 0.379
C 2.154 -1.252 -0.966
C 1.253 -0.609 1.056
C -1.223 1.567 0.961
C -1.787 -0.650 -0.126
C -1.039 0.664 -0.120
N 1.328 -0.187 -1.110
N 0.864 0.303 0.061
O 0.908 -0.558 2.240
O -0.995 1.165 -1.373
H 2.717 -2.146 0.999
H 2.684 -1.544 -1.776
H -0.684 2.535 0.834
H -0.969 0.946 1.833
H -2.243 1.976 0.957
H -1.838 -1.079 0.925
H -1.264 -1.283 -0.923
H -2.903 -0.459 -0.362
H 1.131 0.192 -2.030
H -0.291 1.901 -1.460
*
```

For reference, the natural (NBO) charges in units of e are: -0.43 0.02 0.56 -0.72 -0.70 0.58 -0.40 -0.35 -0.67 -0.71 0.23 0.21 0.23 0.28 0.23 0.25 0.25 0.24 0.40 0.49

=====

x:
Below is the molecule C6H10N2O2, with properties calculated with ωB97M-V/def2-TZVPD.

Summary:
- HOMO level: -0.352 Ha
- Kohn-Sham gap: 10.287 eV
- Lowest unoccupied orbital energy: 0.71 eV

Geometry as ORCA input:
```
! wB97M-V def2-TZVPD RIJCOSX def2/J DEFGRID3
* xyz 0 1
C -1.719 1.382 -0.246
C -1.133 0.047 -0.423
C 0.542 0.518 -2.333
C 1.237 -0.389 -0.128
C 1.333 -1.369 2.251
C -0.800 -0.653 0.993
H -3.007 1.411 0.059
H -1.761 1.728 -1.189
H -1.512 2.109 0.282
H -1.468 -0.693 -0.763
H 0.461 1.445 -2.497
H 1.429 0.503 -2.471
H -0.137 -0.115 -3.097
H 2.421 -0.799 2.298
H 1.008 -0.911 3.338
H 1.429 -2.310 2.405
N 0.276 0.096 -1.008
N 0.532 -0.772 1.029
O 2.469 -0.466 -0.346
O -1.599 -0.764 1.845
*
```

For reference, the natural (NBO) charges in units of e are: -0.57 -0.09 -0.35 0.80 -0.40 0.70 0.20 0.21 0.21 0.18 0.19 0.21 0.17 0.24 0.22 0.19 -0.43 -0.48 -0.63 -0.56

=====

y:
Below is the molecule C6H10N2O2, with properties calculated with ωB97M-V/def2-TZVPD.

Summary:
- HOMO level: -0.371 Ha
- Kohn-Sham gap: 10.790 eV
- Lowest unoccupied orbital energy: 0.69 eV

Geometry as ORCA input:
```
! wB97M-V def2-TZVPD RIJCOSX def2/J DEFGRID3
* xyz 0 1
C -1.684 0.035 1.444
C -1.215 -0.940 0.272
C 0.021 -0.384 -0.405
C 0.787 -1.297 -1.315
C 0.888 1.870 -0.492
C 1.001 0.047 0.788
H -2.502 -0.378 2.127
H -1.903 0.925 1.008
H -0.896 0.317 2.000
H -1.162 -1.981 0.444
H -2.097 -0.998 -0.429
H 1.078 -2.242 -0.809
H 1.565 -0.710 -1.831
H 0.042 -1.488 -2.104
H 0.005 1.047 -2.061
H 2.356 1.482 1.028
N -0.083 0.984 -1.014
N 1.578 1.261 0.462
O 1.132 2.968 -0.973
O 1.088 -0.516 1.859
*
```

For reference, the natural (NBO) charges in units of e are: -0.60 -0.41 0.03 -0.62 0.78 0.70 0.22 0.21 0.21 0.23 0.22 0.24 0.22 0.22 0.40 0.44 -0.64 -0.66 -0.60 -0.57

=====

Bottom line: y, by a margin of 2.672 eV.

=====

w:
Below is a structure of composition ArH26O13, with properties calculated with ωB97M-V/def2-TZVPD.

Summary:
- HOMO level: -0.391 Ha
- Kohn-Sham gap: 10.431 eV
- Lowest unoccupied orbital energy: -0.21 eV

Geometry as ORCA input:
```
! wB97M-V def2-TZVPD RIJCOSX def2/J DEFGRID3
* xyz 0 1
Ar 0.512 -0.091 0.293
O 0.775 -3.828 0.636
H -0.033 -3.316 0.651
H 0.544 -4.628 0.165
O -3.713 -0.831 0.203
H -3.363 -0.219 0.850
H -2.956 -1.349 -0.071
O 0.222 3.880 0.361
H 0.828 3.179 0.123
H 0.228 3.889 1.318
O 2.591 2.187 -0.234
H 2.685 1.241 -0.120
H 2.554 2.312 -1.182
O 1.590 0.067 -3.132
H 0.786 0.542 -2.919
H 1.532 -0.092 -4.074
O -0.745 1.501 -2.772
H -0.786 2.261 -3.352
H -1.526 0.991 -2.988
O 2.128 -2.622 -1.699
H 1.850 -1.737 -1.934
H 1.466 -2.923 -1.077
O 1.979 -0.381 3.385
H 1.023 -0.374 3.433
H 2.261 -0.648 4.259
O -2.357 1.363 1.603
H -3.064 1.909 1.948
H -1.985 1.878 0.887
O -2.283 2.601 -0.763
H -2.103 3.541 -0.751
H -1.554 2.223 -1.254
O -0.860 -0.337 3.525
H -1.486 -1.014 3.270
H -1.028 0.386 2.920
O -1.914 -3.003 -0.161
H -2.488 -3.289 -0.872
H -2.397 -3.216 0.638
O 3.671 -0.299 -0.303
H 3.735 -0.744 -1.148
H 3.679 -1.007 0.342
*
```

For reference, the natural (NBO) charges in units of e are: 0.00 -0.95 0.48 0.47 -0.98 0.49 0.47 -0.98 0.50 0.47 -0.98 0.50 0.46 -0.98 0.49 0.47 -0.95 0.49 0.50 -0.98 0.48 0.48 -0.97 0.49 0.46 -1.00 0.48 0.51 -0.97 0.49 0.49 -0.97 0.47 0.50 -0.96 0.49 0.49 -0.96 0.49 0.49

=====

x:
Below is a structure of composition ArH26O13, with properties calculated with ωB97M-V/def2-TZVPD.

Summary:
- HOMO level: -0.384 Ha
- Kohn-Sham gap: 10.550 eV
- Lowest unoccupied orbital energy: 0.11 eV

Geometry as ORCA input:
```
! wB97M-V def2-TZVPD RIJCOSX def2/J DEFGRID3
* xyz 0 1
Ar 25.432 -1.428 -6.001
O 28.359 -2.938 -4.596
H 29.023 -3.169 -5.247
H 28.612 -2.066 -4.294
O 27.487 -3.336 -8.626
H 27.149 -3.710 -7.813
H 27.961 -4.056 -9.043
O 25.141 2.201 -5.482
H 25.785 2.384 -6.166
H 24.977 1.261 -5.553
O 23.141 -3.240 -7.478
H 23.281 -2.772 -8.301
H 22.298 -3.680 -7.592
O 26.394 -4.714 -6.150
H 26.640 -4.059 -5.496
H 26.051 -5.446 -5.637
O 25.576 0.309 -2.662
H 25.323 -0.421 -2.097
H 25.437 1.088 -2.124
O 26.529 0.538 -9.882
H 25.780 0.243 -9.365
H 26.410 1.484 -9.959
O 24.815 -2.651 -9.712
H 25.653 -2.674 -9.250
H 25.044 -2.796 -10.631
O 23.680 -0.097 -9.617
H 24.198 -0.893 -9.501
H 23.621 0.016 -10.565
O 27.702 0.730 -6.797
H 28.003 0.340 -5.976
H 28.208 0.282 -7.475
O 22.079 -2.176 -5.259
H 22.434 -2.513 -6.082
H 22.547 -2.661 -4.580
O 28.130 -0.202 -3.755
H 27.245 -0.014 -3.442
H 28.649 0.553 -3.476
O 23.092 0.567 -3.863
H 23.928 0.302 -3.480
H 22.685 -0.252 -4.143
*
```

For reference, the natural (NBO) charges in units of e are: 0.00 -0.97 0.47 0.50 -0.97 0.50 0.48 -0.95 0.47 0.47 -0.95 0.50 0.47 -0.97 0.50 0.48 -0.95 0.49 0.50 -0.96 0.48 0.47 -0.98 0.51 0.49 -0.96 0.48 0.47 -0.96 0.48 0.48 -0.97 0.49 0.46 -0.99 0.51 0.48 -0.97 0.46 0.48

=====

Bottom line: w, by a margin of 0.146 eV.

=====

w:
Below is a cluster of 3 separate species, C4H14NO in total, with properties calculated with ωB97M-V/def2-TZVPD.

Summary:
- HOMO level: -0.559 Ha
- Kohn-Sham gap: 4.648 eV
- Lowest unoccupied orbital energy: -10.56 eV

Geometry as ORCA input:
```
! wB97M-V def2-TZVPD RIJCOSX def2/J DEFGRID3
* xyz 1 1
C -0.185 -1.271 -2.570
C -0.401 -2.426 -1.609
N -0.094 0.171 2.231
C 0.273 1.617 2.281
C 1.228 1.878 1.070
H 0.615 -1.622 -3.214
H 0.093 -0.317 -2.112
H -1.037 -1.103 -3.253
H -0.944 -2.086 -0.703
H -0.937 -3.224 -2.123
H 0.574 -2.828 -1.336
H -0.807 0.005 2.929
H 0.873 1.804 3.197
H -0.606 2.286 2.361
H 2.168 1.336 1.285
H 0.923 1.659 0.043
H 1.528 2.935 1.139
H -0.552 0.084 1.282
H -1.695 0.874 -0.552
O -1.015 0.224 -0.347
*
```

For reference, the natural (NBO) charges in units of e are: -0.58 -0.61 -0.39 -0.28 -0.65 0.26 0.25 0.23 0.22 0.24 0.22 0.39 0.29 0.28 0.24 0.25 0.25 0.39 0.47 -0.45

=====

x:
Below is a cluster of 2 separate species, C4H14NO in total, with properties calculated with ωB97M-V/def2-TZVPD.

Summary:
- HOMO level: -0.549 Ha
- Kohn-Sham gap: 11.750 eV
- Lowest unoccupied orbital energy: -3.19 eV

Geometry as ORCA input:
```
! wB97M-V def2-TZVPD RIJCOSX def2/J DEFGRID3
* xyz 1 1
C -0.879 1.388 -0.949
C -0.076 0.175 -1.306
N -0.779 -1.212 -0.976
C -0.562 -1.824 0.366
C -0.220 -0.787 1.454
H -0.483 2.331 -1.303
H -0.875 1.560 0.134
H -1.904 1.226 -1.291
H 0.169 0.038 -2.351
H 0.809 0.030 -0.689
H -0.515 -1.787 -1.770
H -1.785 -1.088 -1.028
H 0.162 -2.630 0.410
H -1.526 -2.179 0.734
H -1.099 -0.183 1.660
H 0.158 -1.164 2.407
H 0.673 -0.241 1.137
H 2.437 1.264 1.767
H 2.847 2.408 0.842
O 2.111 1.881 1.119
*
```

For reference, the natural (NBO) charges in units of e are: -0.66 -0.19 -0.51 -0.25 -0.64 0.27 0.24 0.22 0.22 0.23 0.44 0.43 0.24 0.23 0.23 0.26 0.22 0.47 0.49 -0.96

=====

Bottom line: x, by a margin of 7.516 eV.